Molecular formula: C3H5NO3S
Method: DFT, ωB97M-V with the def2-TZVPD basis set

For the total energy, the calculation gives -21652.48126 eV. The lowest unoccupied orbital energy comes out at -0.89 eV. The calculation puts the energy relative to the best compared isomer or geometry (same formula, charge and spin) at 742.5 kJ/mol. As for the highest occupied orbital energy: -9.18 eV. The gap between HOMO and LUMO comes out at 8.3 eV.

The geometry in XYZ format:
```
13
Properties=species:S:1:pos:R:3:forces:R:3
C -0.90199 -1.41624 0.51916 -4.4 0.5 -0.6
C 1.11839 -0.32485 0.12344 1.0 1.6 -0.9
C 1.22294 2.14341 -0.01083 -0.2 0.0 2.8
H -2.91331 -1.16494 -1.68202 -1.0 0.3 5.3
H -1.57189 -1.85860 1.32322 1.1 0.2 -0.9
H 2.26243 -0.36389 0.30477 -2.1 -1.1 -0.2
H 0.81957 -0.25292 -0.92389 0.5 -0.9 -0.2
H 0.85125 2.97438 0.66701 -0.1 -1.0 -1.1
N -1.48184 -0.91570 -0.50958 0.9 -0.4 2.6
O -2.85503 -1.03728 -0.12160 -0.9 -0.4 -7.5
O 0.30696 -1.24971 0.83030 5.8 0.6 1.2
O 0.79507 0.99053 0.58429 -0.5 1.2 0.1
S 2.34744 2.47581 -1.10427 -0.1 -0.7 -0.6
```
Forces are in eV/Å.